{
  "formula": "C4H8O2",
  "method": "ωB97M-V with the def2-TZVPD basis set",
  "species": ["C", "C", "O", "H", "H", "H", "H", "C", "C", "O", "H", "H", "H", "H"],
  "positions_angstrom": [[2.91014, 2.28875, -1.43378], [2.43952, 1.76641, -0.31399], [1.10740, 1.82644, 0.07183], [3.93068, 2.06929, -1.68562], [2.31835, 2.90532, -2.09219], [2.91698, 1.18495, 0.46115], [0.63898, 2.39498, -0.55828], [-3.02643, -2.38208, 1.34516], [-2.00665, -2.29130, 0.51709], [-1.73863, -1.15618, -0.25030], [-3.29942, -3.35301, 1.73999], [-3.63189, -1.56077, 1.69277], [-1.38050, -3.13111, 0.24338], [-1.17853, -0.56168, 0.26280]],
  "lowdin_charge": [-0.001, -0.261, -0.039, 0.046, 0.056, 0.110, 0.093, 0.014, -0.271, -0.047, 0.053, 0.059, 0.101, 0.086],
  "smiles": "C=CO.C=CO",
  "homo_energy_ev": -9.357,
  "spin_multiplicity": 1
}

---

{
  "formula": "C16H24N3O",
  "method": "ωB97M-V with the def2-TZVPD basis set",
  "species": ["N", "C", "C", "C", "C", "C", "N", "C", "C", "C", "O", "C", "N", "C", "C", "C", "C", "C", "C", "C", "H", "H", "H", "H", "H", "H", "H", "H", "H", "H", "H", "H", "H", "H", "H", "H", "H", "H", "H", "H", "H", "H", "H", "H"],
  "positions_angstrom": [[1.64856, 1.05055, 3.63635], [1.89890, 2.45773, 3.15758], [2.47485, 2.46824, 1.62828], [1.21004, 2.36154, 0.61457], [1.55567, 1.57740, -0.76438], [0.76348, 0.16244, -0.87794], [-0.65656, 0.07173, -0.53029], [-1.43831, -1.14925, -0.55912], [-2.98578, -1.29412, -0.18284], [-3.57997, -0.10284, 0.71959], [-2.64043, 0.48029, 1.65444], [-4.35650, 1.02032, -0.19151], [-3.90584, 1.05443, -1.61640], [-0.71210, -2.46545, -1.03302], [0.79215, -2.45828, -1.45800], [1.47813, -3.78710, -1.95954], [2.96152, -3.80520, -2.41549], [3.74821, -2.42076, -2.32490], [3.07117, -1.09974, -1.80715], [1.56076, -1.08626, -1.36648], [0.73971, 0.72973, 3.24343], [1.58424, 1.11248, 4.67280], [2.57742, 3.06174, 3.87684], [0.88675, 3.00270, 3.15734], [3.21501, 1.60022, 1.47545], [3.03237, 3.47701, 1.50565], [0.93439, 3.45695, 0.35153], [0.32052, 1.90798, 1.18845], [1.16971, 2.23212, -1.62333], [2.68808, 1.40885, -0.83585], [-1.09479, 0.96206, -0.24991], [-3.55568, -1.50161, -1.15086], [-3.07679, -2.26150, 0.45315], [-4.42299, -0.57875, 1.36346], [-2.42195, -0.13744, 2.38851], [-5.47013, 0.69422, -0.22123], [-4.35358, 2.05263, 0.31772], [-4.32347, 0.27344, -2.16241], [-2.87429, 1.02146, -1.70046], [-1.30726, -3.44223, -1.05580], [0.84675, -4.74807, -2.02393], [3.47923, -4.75648, -2.81778], [4.84276, -2.45789, -2.67943], [3.69607, -0.14531, -1.79711]],
  "lowdin_charge": [-0.043, -0.285, -0.184, -0.193, -0.104, -0.028, 0.125, -0.102, -0.095, -0.333, -0.080, -0.191, -0.029, 0.065, -0.090, -0.011, -0.010, -0.016, 0.010, -0.050, 0.053, 0.074, 0.125, 0.106, 0.113, 0.118, 0.126, 0.093, 0.132, 0.103, 0.137, 0.126, 0.137, 0.150, 0.116, 0.133, 0.129, 0.078, 0.053, 0.122, 0.110, 0.114, 0.104, 0.094],
  "smiles": "NCCCCc1[nH+]c(C[C@@H](O)CN)cc2ccccc12",
  "homo_energy_ev": -11.688,
  "spin_multiplicity": 1,
  "total_charge": 1
}

---

Number 1: orbital gap 10.164 eV. Number 2: orbital gap 7.137 eV.